Record 1
23
Properties=species:S:1:pos:R:3 method="wB97M-V/def2-TZVPD" total_charge=0 spin_multiplicity=3 gap_ev="6.5 / 8.0" s_squared=2.013
C 1.56819 -0.34702 -0.99910
C 1.02912 -0.34023 0.25571
C 1.95994 -0.26587 1.37548
C -0.80822 0.47910 1.77152
C 0.01606 -0.25751 2.84819
C -0.76553 1.15585 -1.52265
C -0.31985 0.07262 -2.41664
C -0.44474 -0.27823 0.52095
O 3.16323 -0.25627 1.34333
O 1.09776 -0.12269 -2.25149
O 1.43201 -0.05363 2.61709
O -0.57311 0.36601 -3.74751
O -1.01641 -1.38472 0.02693
I -2.91926 1.33273 -1.41044
H 2.63492 -0.43807 -0.80857
H -1.81765 0.39086 1.98991
H -0.37544 1.51790 1.93623
H -0.20620 0.07326 3.76044
H -0.40105 -1.34397 2.78763
H -0.36344 2.06429 -1.81302
H -0.96295 -0.90462 -2.13693
H -0.00670 -0.07164 -4.44347
H -1.92068 -1.38817 0.31640

---

Record 2
18
Properties=species:S:1:pos:R:3 method="wB97M-V/def2-TZVPD" total_charge=0 spin_multiplicity=1 gap_ev="6.5 / 6.3" de_lowest_kcal_mol=169.73
C -0.33880 -1.90950 0.06617
C 0.91233 -1.40062 0.27131
C -1.42848 -1.14057 -0.20621
C -1.18138 0.82465 0.96658
C -1.99233 0.10794 -0.04787
C 0.24879 0.85114 1.13763
C 1.20415 0.04852 0.18915
C 1.12924 0.61119 -1.24091
N -3.03917 0.61497 -0.59205
H -0.48617 -2.97987 0.11846
H 1.70670 -2.06431 0.57420
H 0.55989 1.90011 1.09188
H 0.42872 0.53942 2.17458
H 2.21587 0.21383 0.56423
H 1.35147 -0.17144 -1.96223
H 1.86168 1.40603 -1.36625
H 0.14442 1.00932 -1.46300
H -3.29693 1.53919 -0.27568

---

Record 3
21
Properties=species:S:1:pos:R:3 method="wB97M-V/def2-TZVPD" total_charge=+1 spin_multiplicity=1 gap_ev="5.9 / 5.9" de_lowest_kcal_mol=130.69
C 2.84278 -0.91768 -0.17517
C 2.75233 0.16437 -1.01617
C 1.88682 -1.11810 0.79127
C 1.64357 1.03229 -1.04801
C 0.90977 -0.15190 0.97885
C 0.82367 0.91502 0.08601
C -0.08086 1.96005 0.34852
C -3.42383 -1.06617 1.09674
N -1.86599 -0.56702 -0.50543
N -0.80548 2.87054 0.35437
O -2.30358 -0.59304 0.75214
S -2.62761 -1.28246 -1.82863
H 3.63382 -1.59071 -0.14504
H 3.37662 0.12442 -1.83395
H 2.05940 -1.87874 1.59692
H 1.72319 1.98161 -1.58790
H -0.01837 -0.16140 1.58963
H -3.54963 -0.98477 2.21243
H -4.11702 -1.52810 0.35005
H -1.23957 3.72650 0.60197
H -1.62003 -0.93470 -2.61863

---

Record 4
25
Properties=species:S:1:pos:R:3 method="wB97M-V/def2-TZVPD" total_charge=+3 spin_multiplicity=1 gap_ev=7.5
Tl 0.00583 0.00739 -0.03118
O -0.00557 3.12741 0.20766
C -0.00403 1.96682 0.12053
C 0.00410 -1.96216 0.10348
O 0.00719 -3.13424 0.21810
C 1.97077 0.00539 -0.02319
O 3.13704 0.00670 -0.01308
C -1.96900 -0.00020 -0.02307
O -3.13046 -0.00600 -0.01180
C -0.00154 0.70712 -2.26253
H -0.93731 1.25170 -2.37767
H 0.93269 1.25491 -2.37825
C 0.00118 -0.70626 -2.26367
H 0.93748 -1.25206 -2.37700
H -0.93298 -1.25565 -2.37659
N 0.52052 0.09259 4.92533
C 0.61951 -1.27042 4.29358
C 0.93697 -1.10482 2.74167
O 1.92081 -1.55870 2.33820
O -0.00444 -0.48171 2.24013
H 1.40430 0.60216 4.79990
H 0.35395 -0.02954 5.92675
H -0.25204 0.62297 4.51625
H 1.42868 -1.79167 4.75669
H -0.31546 -1.77675 4.43858